[1]
Formula: C5H11O2
Source: the Open Molecules 2025 dataset
Level of theory: ωB97M-V with the def2-TZVPD basis set

```
18
Properties=species:S:1:pos:R:3:mulliken_charge:R:1
C -0.41 -0.65 -1.98 -0.2581
C 0.13 0.80 -2.06 -1.0303
C -0.63 -1.19 -0.51 -0.5233
H -1.54 -0.66 -2.33 0.1182
H 0.02 -1.43 -2.57 0.3912
H 0.82 0.90 -2.85 0.3352
H 0.61 1.22 -1.25 0.3359
H -0.11 -0.62 0.21 -0.2228
H -1.70 -1.30 -0.39 0.3157
H -0.81 1.47 -2.33 0.2005
H -0.31 -2.31 -0.44 0.2739
C -0.07 0.97 2.29 -0.8302
C 1.26 0.06 2.37 0.6146
O 1.30 -0.90 3.22 -0.7907
O 2.19 0.44 1.71 -0.6541
H -0.82 0.17 2.42 0.1861
H 0.10 1.41 1.37 0.1555
H -0.03 1.62 3.12 0.3827
```

Values from the calculation:
HOMO-LUMO gap	7.38	eV
highest occupied orbital energy	-3.65	eV
DFT total energy	-347.5878	a.u.
total charge	-1
multiplicity	1
relative energy (zero: lowest compared OMol25 entry of this formula, charge and spin)	1.684	eV

***

[2]
Formula: C25H53N2O5
Source: the Open Molecules 2025 dataset
Level of theory: ωB97M-V with the def2-TZVPD basis set

```
85
Properties=species:S:1:pos:R:3:mulliken_charge:R:1
C 4.45 0.12 2.88 -1.2498
C 2.98 -0.15 3.26 -0.1195
C 2.01 0.54 2.28 -1.6213
C 0.61 0.55 2.79 1.1054
C 0.11 1.64 3.45 -0.6143
C -1.21 1.62 3.89 -0.5498
N -1.94 0.55 3.64 0.4097
N -1.53 -0.53 3.02 -0.5296
C -0.28 -0.55 2.61 0.1341
C 0.13 -1.82 1.92 0.1930
C -0.32 -3.04 2.72 -0.2779
O -0.90 -3.97 2.23 -0.4504
H 5.06 0.27 3.76 0.3520
H 4.86 -0.71 2.30 0.3362
H 4.54 1.01 2.25 0.3376
H 2.80 0.22 4.27 0.4036
H 2.82 -1.23 3.25 0.2489
H 2.33 1.58 2.15 0.7109
H 2.06 0.06 1.30 0.2415
H 0.71 2.52 3.64 0.4935
H -1.67 2.44 4.42 0.5503
H -2.92 0.53 3.93 0.1559
H 1.21 -1.87 1.80 0.4741
H -0.38 -1.88 0.96 -0.1066
H -0.06 -3.02 3.80 0.3665
C -2.34 3.76 0.83 -0.8636
C -1.39 3.42 -0.31 -0.3883
O -0.74 2.17 -0.17 -0.4089
C -1.59 1.04 -0.14 1.3021
C -2.42 0.82 -1.39 -1.5193
H -1.82 3.67 1.79 0.0853
H -2.70 4.78 0.72 0.4602
H -3.21 3.10 0.84 0.2610
H -0.58 4.15 -0.35 0.3797
H -1.91 3.47 -1.27 0.3200
H -2.23 1.07 0.75 -0.0332
H -0.91 0.19 -0.01 -0.7417
H -3.18 1.59 -1.53 0.3957
H -2.93 -0.14 -1.32 0.4415
H -1.77 0.82 -2.26 0.3646
C 0.39 -2.00 -5.04 -1.1755
C 1.59 -2.17 -4.13 -0.0437
O 1.45 -1.53 -2.87 -0.4234
C 0.39 -1.99 -2.06 0.5477
C 0.48 -3.45 -1.66 -1.3182
H 0.13 -0.95 -5.14 0.2899
H 0.62 -2.40 -6.03 0.4195
H -0.48 -2.53 -4.67 0.2777
H 2.47 -1.70 -4.58 0.1368
H 1.83 -3.23 -4.00 0.3129
H -0.57 -1.78 -2.54 0.1518
H 0.43 -1.36 -1.16 -0.3597
H 0.35 -4.12 -2.52 0.3823
H -0.29 -3.70 -0.94 0.4465
H 1.46 -3.67 -1.22 0.3154
C 5.83 0.35 -7.92 -0.9805
C 7.02 0.20 -6.99 -0.3102
O 6.85 0.82 -5.73 -0.4273
C 5.78 0.32 -4.94 -0.3137
C 5.91 -1.15 -4.58 -1.0375
H 5.54 1.39 -8.01 0.2866
H 6.08 -0.04 -8.91 0.3877
H 4.96 -0.21 -7.56 0.2177
H 7.89 0.70 -7.43 0.3419
H 7.29 -0.85 -6.87 0.2789
H 4.82 0.51 -5.43 0.2625
H 5.80 0.93 -4.04 0.3396
H 5.81 -1.79 -5.45 0.2666
H 5.13 -1.42 -3.87 0.3476
H 6.88 -1.35 -4.13 0.3424
C -6.88 2.18 5.76 -1.1530
C -5.97 1.80 4.60 -0.2888
O -5.25 0.60 4.81 -0.4247
C -6.04 -0.58 4.98 -0.3537
C -6.92 -0.91 3.79 -1.0652
H -6.32 2.20 6.69 0.3239
H -7.30 3.17 5.58 0.3899
H -7.71 1.48 5.87 0.2907
H -5.21 2.57 4.47 0.3089
H -6.54 1.75 3.67 0.3352
H -6.64 -0.49 5.90 0.3120
H -5.32 -1.38 5.15 0.3620
H -7.71 -0.17 3.65 0.2714
H -7.40 -1.88 3.95 0.4008
H -6.33 -0.96 2.88 0.2793
```

Values from the calculation:
HOMO-LUMO gap	6.43	eV
highest occupied orbital energy	-10.91	eV
DFT total energy	-1469.7393	a.u.
total charge	+1
multiplicity	1

***

[3]
Formula: C16H16N6O3
Source: the Open Molecules 2025 dataset
Level of theory: ωB97M-V with the def2-TZVPD basis set

```
41
Properties=species:S:1:pos:R:3:mulliken_charge:R:1
C -4.23 -3.45 -0.73 -1.1111
H -3.99 -3.17 -1.75 0.3082
H -3.31 -3.71 -0.22 0.3142
H -4.88 -4.32 -0.75 0.4069
C -4.92 -2.30 0.00 -0.5113
N -4.07 -1.14 0.05 0.7640
C -3.88 -0.21 -0.89 -0.7915
C -2.93 0.67 -0.40 0.8490
C -2.60 0.17 0.89 0.0153
N -3.31 -0.92 1.13 -0.9609
C -1.73 0.80 1.93 0.1185
O -2.20 1.27 2.93 -0.6289
N -0.40 0.82 1.66 0.0482
C 0.29 0.38 0.54 0.4440
N 1.46 0.93 0.25 -1.1123
N 1.89 0.31 -0.85 1.0161
C 1.03 -0.64 -1.26 -0.7172
C -0.03 -0.64 -0.38 -0.7176
H -0.88 -1.29 -0.39 0.6186
H 1.21 -1.23 -2.13 0.5019
C 3.17 0.65 -1.41 -1.1951
C 4.29 0.01 -0.63 0.8427
C 4.30 -1.37 -0.43 -0.1936
C 5.32 -1.97 0.28 -0.5934
C 6.35 -1.20 0.80 -0.4165
C 6.35 0.17 0.60 -0.5479
C 5.32 0.77 -0.11 -0.4604
H 5.32 1.84 -0.25 0.3171
H 7.15 0.78 1.01 0.3702
H 7.15 -1.66 1.36 0.3766
H 5.32 -3.04 0.43 0.3751
H 3.50 -1.97 -0.83 0.3349
H 3.18 0.32 -2.45 0.2710
H 3.27 1.74 -1.37 0.4059
H 0.16 1.40 2.28 0.2630
N -2.41 1.80 -1.06 1.0439
O -1.60 2.48 -0.47 -0.5801
O -2.80 2.00 -2.19 -0.6537
H -4.40 -0.21 -1.83 0.5360
H -5.85 -2.03 -0.51 0.3283
H -5.14 -2.58 1.03 0.3218
```

Values from the calculation:
HOMO-LUMO gap	8.43	eV
highest occupied orbital energy	-8.61	eV
DFT total energy	-1173.4668	a.u.
structure (SMILES)	CCn1cc([N+](=O)[O-])c(C(=O)Nc2ccn(Cc3ccccc3)n2)n1
total charge	0
multiplicity	1
relative energy (zero: lowest compared OMol25 entry of this formula, charge and spin)	0.270	eV

***

[4]
Formula: C57H47I3N6PRuS4
Source: the Open Molecules 2025 dataset
Level of theory: ωB97M-V with the def2-TZVPD basis set

```
119
Properties=species:S:1:pos:R:3:mulliken_charge:R:1
Ru -0.43 -0.21 -0.08 -0.6477
C -1.41 -2.23 5.26 -0.8801
C -2.36 -1.22 5.26 -0.8694
C -2.29 -0.20 4.33 -0.1655
C -1.25 -0.16 3.41 -0.4537
C -0.27 -1.15 3.45 1.0260
C -0.37 -2.19 4.35 -1.2874
P -1.23 1.10 2.09 2.7547
C -1.67 2.65 2.94 0.1836
C -2.20 3.67 2.16 -0.7080
C -2.52 4.89 2.74 -0.6300
C -2.25 5.11 4.08 -0.6177
C -1.66 4.12 4.84 -0.9130
C -1.36 2.89 4.28 -0.4670
C -2.79 0.59 1.29 1.2426
C -4.10 0.98 1.56 -0.4497
C -5.12 0.43 0.80 -0.7928
C -4.83 -0.48 -0.20 -0.8588
C -3.52 -0.85 -0.47 -0.2076
C -2.47 -0.31 0.27 -0.2002
H -1.48 -3.04 5.97 0.3945
H -3.16 -1.22 5.99 0.4466
H -3.05 0.56 4.31 0.4598
H 0.57 -1.09 2.77 0.1107
H 0.38 -2.97 4.33 0.5558
H -2.39 3.50 1.11 0.4974
H -2.96 5.67 2.14 0.4416
H -2.50 6.06 4.53 0.3834
H -1.43 4.29 5.88 0.4226
H -0.92 2.11 4.88 0.4970
H -4.31 1.71 2.33 0.4384
H -6.14 0.72 0.98 0.4240
H -5.62 -0.90 -0.80 0.3977
H -3.34 -1.55 -1.28 0.2543
N 1.32 0.63 1.25 1.3597
S 2.69 0.49 1.75 0.1631
N 3.92 1.13 0.86 0.3365
S 4.74 0.28 -0.16 0.1976
N 3.92 -0.62 -1.15 0.2387
S 2.66 0.03 -1.95 1.6747
N 1.30 -0.03 -1.39 -0.0419
C 3.13 1.72 -2.35 0.3623
C 2.68 2.75 -1.52 0.4597
C 2.90 4.05 -1.91 -0.8357
C 3.52 4.33 -3.12 -1.1160
C 3.95 3.30 -3.94 -0.9387
C 3.75 1.99 -3.57 -0.2282
C 2.73 -0.88 -3.51 0.4630
C 3.84 -1.63 -3.85 0.1588
C 3.82 -2.35 -5.03 -0.9123
C 2.70 -2.31 -5.86 -0.7405
C 1.59 -1.56 -5.50 -0.8403
C 1.60 -0.85 -4.31 -0.9947
C 5.82 -0.85 0.63 1.2348
C 6.67 -0.36 1.63 -0.8759
C 7.59 -1.19 2.21 -0.8501
C 7.71 -2.51 1.79 -0.6412
C 6.89 -2.99 0.77 -0.7405
C 5.96 -2.17 0.17 -0.3739
C 5.64 1.50 -1.04 1.0378
C 6.42 1.07 -2.12 -0.8123
C 7.25 1.96 -2.76 -0.8619
C 7.35 3.27 -2.31 -0.6066
C 6.59 3.69 -1.22 -0.8474
C 5.75 2.81 -0.57 -0.3159
C 3.24 -1.22 2.09 1.4483
C 3.91 -1.55 3.25 -0.8817
C 4.25 -2.87 3.48 -1.0713
C 3.89 -3.85 2.57 -0.9963
C 3.21 -3.51 1.41 -0.9828
C 2.89 -2.19 1.17 -0.5642
C 2.98 1.33 3.32 -0.3773
C 4.26 1.70 3.68 -0.5239
C 4.50 2.17 4.96 -0.7200
C 3.45 2.29 5.86 -0.8055
C 2.15 1.97 5.47 -0.7335
C 1.92 1.49 4.20 0.2668
H 2.21 2.51 -0.58 -0.1373
H 2.58 4.86 -1.27 0.5997
H 3.66 5.36 -3.42 0.4704
H 4.42 3.52 -4.88 0.4982
H 4.08 1.17 -4.19 0.5847
H 4.69 -1.65 -3.19 0.1314
H 4.67 -2.96 -5.30 0.4666
H 2.69 -2.87 -6.77 0.4023
H 0.72 -1.55 -6.13 0.6354
H 0.73 -0.29 -3.99 0.5517
H 6.60 0.68 1.91 0.1643
H 8.23 -0.82 3.00 0.4724
H 8.43 -3.16 2.25 0.4342
H 6.99 -4.01 0.44 0.4697
H 5.32 -2.52 -0.62 0.3986
H 6.34 0.04 -2.44 0.2345
H 7.85 1.63 -3.60 0.4925
H 8.01 3.97 -2.81 0.4357
H 6.67 4.71 -0.88 0.4677
H 5.15 3.12 0.28 0.4670
H 4.17 -0.79 3.97 0.4942
H 4.79 -3.14 4.37 0.4906
H 4.15 -4.89 2.76 0.4413
H 2.91 -4.28 0.71 0.5977
H 2.40 -1.89 0.25 0.5531
H 5.05 1.61 2.95 0.2903
H 5.50 2.43 5.27 0.4498
H 3.64 2.62 6.87 0.4062
H 1.34 2.09 6.17 0.4824
H 0.93 1.22 3.85 -0.0479
S -0.20 -2.34 0.51 -0.4700
I -0.70 -2.60 -1.78 0.1797
I -1.41 -3.29 -4.58 -0.6494
I -3.59 4.09 -3.82 0.0634
C -2.14 2.93 -2.88 -1.4613
C -0.77 2.97 -3.07 -0.0847
N -0.25 2.07 -2.24 -0.0819
N -1.19 1.44 -1.53 0.5588
C -2.35 1.95 -1.90 -0.1478
H -0.17 3.57 -3.73 0.5226
H 0.72 1.76 -2.11 -0.1873
H -3.28 1.61 -1.50 0.4075
```

Values from the calculation:
HOMO-LUMO gap (spin up / spin down)	4.80 / 4.74	eV
highest occupied orbital energy (spin up / spin down)	-6.02 / -5.96	eV
DFT total energy	-5450.5348	a.u.
total charge	0
multiplicity	2
⟨S²⟩	0.824

***

[5]
Formula: C19H32BGeN6Pt
Source: the Open Molecules 2025 dataset
Level of theory: ωB97M-V with the def2-TZVPD basis set

```
60
Properties=species:S:1:pos:R:3:mulliken_charge:R:1
Pt -0.15 -0.26 0.25 0.1376
C 1.08 -2.41 2.84 -1.4200
C 0.64 -1.03 3.18 0.5178
C 0.31 -0.49 4.44 -1.2217
C -0.07 0.81 4.18 0.6985
C -0.59 1.82 5.15 -1.3717
N 0.05 1.03 2.85 1.1970
N 0.47 -0.11 2.24 -0.5594
B -0.19 2.38 2.10 -0.8929
N 1.13 2.79 1.30 1.2747
N 1.27 2.55 -0.05 0.4683
C 2.39 1.87 -0.26 0.7476
C 2.64 1.25 -1.58 -1.3942
C 3.10 1.80 0.95 -1.4613
C 2.32 2.42 1.88 0.6828
C 2.64 2.73 3.31 -1.0883
N -1.47 2.32 1.25 1.1013
N -1.74 1.29 0.41 -0.7771
C -2.92 1.52 -0.15 0.5599
C -3.47 0.56 -1.15 -1.4226
C -3.45 2.72 0.35 -0.9929
C -2.50 3.20 1.23 0.6506
C -2.57 4.48 2.00 -1.6611
H 1.33 -2.98 3.74 0.3695
H 0.29 -2.94 2.29 0.2146
H 1.95 -2.37 2.17 0.2542
H 0.32 -0.98 5.40 0.4172
H -0.62 1.38 6.15 0.3533
H 0.02 2.73 5.19 0.2714
H -1.61 2.13 4.88 0.2153
H -0.34 3.20 2.97 -0.2618
H 1.93 0.41 -1.63 0.1616
H 2.42 1.95 -2.39 0.2557
H 3.66 0.88 -1.66 0.4183
H 4.07 1.36 1.10 0.4295
H 3.44 2.07 3.65 0.3738
H 2.98 3.76 3.42 0.2794
H 1.79 2.59 3.96 0.0037
H -2.83 -0.32 -1.18 0.2529
H -4.49 0.25 -0.88 0.3464
H -3.50 1.01 -2.14 0.2435
H -4.39 3.19 0.09 0.3984
H -3.58 4.63 2.39 0.4499
H -1.87 4.49 2.83 0.2016
H -2.33 5.32 1.35 0.2133
C 1.47 5.69 -2.54 -1.4718
Ge 0.19 4.87 -1.25 0.2631
C -1.57 5.38 -1.99 -1.1793
C 0.53 5.86 0.42 -1.1222
C 0.33 3.00 -1.00 -0.6651
H 1.38 6.78 -2.58 0.3825
H 1.29 5.29 -3.54 0.3883
H 2.49 5.43 -2.26 0.3682
H -1.63 6.46 -2.16 0.3737
H -2.37 5.07 -1.32 0.2638
H -1.72 4.87 -2.94 0.3666
H 0.23 6.91 0.30 0.3958
H 1.60 5.83 0.63 0.3435
H 0.01 5.43 1.26 0.1775
H 0.20 2.32 -1.83 0.4807
```

Values from the calculation:
HOMO-LUMO gap (spin up / spin down)	5.28 / 5.29	eV
highest occupied orbital energy (spin up / spin down)	-2.44 / -2.44	eV
DFT total energy	-3292.7949	a.u.
total charge	-1
multiplicity	1
relative energy (zero: lowest compared OMol25 entry of this formula, charge and spin)	3.175	eV

***

[6]
Formula: C39H53AsMnN2O3PS2Se2
Source: the Open Molecules 2025 dataset
Level of theory: ωB97M-V with the def2-TZVPD basis set

```
104
Properties=species:S:1:pos:R:3:mulliken_charge:R:1
Mn 0.61 -1.20 1.03 1.5812
O -2.62 -6.05 -0.84 -0.6097
C -2.73 -5.08 0.19 -1.4409
C -1.39 -4.65 0.80 2.5207
C -1.74 -3.50 1.75 -1.5002
O -0.61 -2.75 2.17 -0.3543
C -0.78 -5.85 1.53 -1.6732
Se 0.94 -5.60 2.49 -0.4821
C -0.46 -4.11 -0.29 -0.4264
Se -1.13 -2.49 -1.21 -0.4433
H -2.17 -5.61 -1.57 0.3898
H -3.36 -5.52 0.97 0.5504
H -3.24 -4.19 -0.20 0.2888
H -2.28 -3.89 2.62 0.3091
H -2.38 -2.79 1.23 0.4568
H 0.00 -3.38 2.62 -0.0347
H -0.65 -6.67 0.83 0.4603
H -1.49 -6.17 2.29 0.4052
H -0.24 -4.90 -1.02 0.7986
H 0.49 -3.87 0.18 -0.8453
C 5.14 -1.37 2.50 -0.8993
C 3.75 -1.04 1.91 -0.4827
N 2.86 -2.18 2.08 1.4163
C 2.58 -2.39 3.50 -0.4778
C 3.89 -2.51 4.28 -0.9666
N 5.00 -2.65 3.27 0.0340
C 4.69 -3.79 2.34 -0.9183
C 3.46 -3.38 1.51 1.2025
H 5.49 -0.61 3.19 0.3622
H 5.90 -1.54 1.74 0.3124
H 3.83 -0.81 0.85 0.0000
H 3.28 -0.19 2.41 0.3611
H 1.98 -3.30 3.59 0.1527
H 1.98 -1.54 3.84 0.2596
H 3.92 -3.39 4.93 0.3878
H 4.12 -1.62 4.87 0.2963
H 5.87 -2.85 3.76 0.2956
H 4.50 -4.67 2.95 0.3123
H 5.58 -3.96 1.73 0.3388
H 2.72 -4.19 1.53 -0.3943
H 3.73 -3.17 0.48 -0.8984
C 1.74 -1.46 -3.31 -0.6269
S 2.15 -2.51 -1.91 0.5916
C 3.92 -2.55 -2.30 -1.1374
O 2.14 -1.64 -0.67 -0.8278
H 1.74 -2.08 -4.21 0.5727
H 2.47 -0.66 -3.38 0.3475
H 0.74 -1.10 -3.12 -0.1800
H 4.06 -2.87 -3.33 0.4531
H 4.40 -3.26 -1.63 0.3110
H 4.32 -1.54 -2.15 0.2830
C -0.47 1.42 -1.85 -0.6342
C -0.67 2.91 -2.06 -0.0705
As -2.02 3.39 -3.42 0.1496
C -3.52 2.31 -2.78 0.2293
C -3.49 0.95 -3.08 -0.3215
C -4.53 0.11 -2.71 -0.4642
C -5.64 0.63 -2.05 -0.5470
C -5.70 1.99 -1.78 -0.6134
C -4.65 2.83 -2.14 -0.1692
C -2.45 5.13 -2.65 0.1113
C -2.40 6.25 -3.47 -0.7066
C -2.63 7.52 -2.95 -0.5515
C -2.90 7.68 -1.60 -0.5409
C -2.95 6.57 -0.77 -0.8909
C -2.72 5.30 -1.29 0.4770
P 0.07 0.93 -0.12 -0.3195
C 1.50 2.08 0.03 1.3958
C 1.77 2.93 1.10 -0.5840
C 2.95 3.67 1.13 -0.8978
C 3.89 3.55 0.12 -0.5732
C 3.65 2.68 -0.93 -0.7087
C 2.46 1.96 -0.97 -0.3240
C -1.47 1.58 0.64 1.6692
C -1.66 2.81 1.25 -0.6489
C -2.91 3.16 1.75 -0.5957
C -3.98 2.29 1.64 -0.8384
C -3.80 1.06 1.02 -0.9543
C -2.55 0.71 0.52 -0.5839
H 0.23 1.00 -2.58 0.6619
H -1.41 0.88 -1.97 -0.2405
H 0.25 3.40 -2.40 0.5127
H -0.97 3.40 -1.13 -0.1233
H -2.65 0.54 -3.62 0.4501
H -4.47 -0.95 -2.93 0.3695
H -6.45 -0.02 -1.75 0.3985
H -6.56 2.40 -1.27 0.4008
H -4.72 3.88 -1.92 0.4002
H -2.19 6.13 -4.53 0.3480
H -2.59 8.39 -3.61 0.3654
H -3.07 8.67 -1.20 0.3759
H -3.16 6.69 0.28 0.4590
H -2.75 4.44 -0.63 0.2618
H 1.10 2.96 1.94 0.4062
H 3.14 4.33 1.97 0.3956
H 4.81 4.11 0.16 0.3784
H 4.38 2.56 -1.73 0.4212
H 2.28 1.27 -1.79 0.1159
H -0.84 3.50 1.36 0.2493
H -3.04 4.12 2.24 0.4076
H -4.95 2.56 2.04 0.3723
H -4.63 0.37 0.92 0.5043
H -2.41 -0.26 0.04 0.1855
S 0.77 0.28 2.73 -1.0025
```

Values from the calculation:
HOMO-LUMO gap (spin up / spin down)	4.18 / 4.52	eV
highest occupied orbital energy (spin up / spin down)	-2.89 / -3.24	eV
DFT total energy	-11180.4708	a.u.
total charge	-1
multiplicity	6
⟨S²⟩	8.761
relative energy (zero: lowest compared OMol25 entry of this formula, charge and spin)	0.309	eV

***

[7]
Formula: C5H15N4
Source: the Open Molecules 2025 dataset
Level of theory: ωB97M-V with the def2-TZVPD basis set

```
24
Properties=species:S:1:pos:R:3:mulliken_charge:R:1
C -0.45 0.83 2.16 -1.1316
C 1.00 1.65 -0.84 -1.2449
C -1.65 -0.66 -1.43 -1.2334
C 0.33 -0.34 1.59 -0.3456
C 0.74 0.22 -1.20 -0.2516
N -1.21 -1.87 1.09 -0.9992
N 1.77 -0.63 -0.67 -0.5358
N -0.50 -0.40 -0.55 0.4241
N -0.47 -1.00 0.65 0.7399
H -0.97 1.27 1.35 0.3704
H -1.06 0.40 2.99 0.3406
H 0.21 1.56 2.67 0.3234
H 1.80 1.98 -1.48 0.4626
H -0.04 2.06 -1.13 0.3164
H 1.22 1.97 0.11 0.3339
H -1.76 -1.62 -1.74 0.5084
H -2.62 -0.26 -1.00 0.3632
H -1.55 -0.04 -2.31 0.4220
H 0.79 -0.89 2.32 0.5381
H 1.28 0.02 0.98 0.3014
H 0.60 0.14 -2.26 0.6170
H -1.85 -2.37 0.44 0.2944
H 2.71 -0.42 -0.97 0.2257
H 1.67 -1.60 -0.76 0.1606
```

Values from the calculation:
HOMO-LUMO gap	9.17	eV
highest occupied orbital energy	-13.57	eV
DFT total energy	-418.1515	a.u.
structure (SMILES)	[H]/N=[N+](/CC)N(C)[C@@H](C)N
total charge	+1
multiplicity	1
relative energy (zero: lowest compared OMol25 entry of this formula, charge and spin)	3.546	eV

***

Calculated max |F| in order - 4.3; 0.5; 1.6; 3.4; 0.5; 1.0; 5.8 eV Å⁻¹